1.
C21H33Cl2InN4O3 as an isolated structure, computed with wB97M-V/def2-TZVPD.

Properties
HOMO-LUMO gap (eV): 6.4
Lowest unoccupied orbital energy (eV): 0.468
F_max (hartree/bohr): 0.059
2S+1: 1
E (hartree): -2375.2894

Cartesian coordinates (Å):
O 0.064784 0.412271 -3.632739
C -0.560588 0.464039 -4.690661
C -0.256723 1.491231 -5.744309
C 0.898223 2.278325 -5.605474
H 1.620928 2.027252 -4.828950
C 1.086958 3.380568 -6.433161
H 1.961279 4.007708 -6.291773
C 0.153183 3.678795 -7.431864
H 0.291613 4.555755 -8.064479
C -0.944928 2.828770 -7.640209
H -1.657142 3.034149 -8.442538
C -1.140039 1.717654 -6.811365
H -1.976455 1.022401 -6.954001
H -1.389846 -0.235664 -4.967056
C -2.706605 1.900844 0.332131
C -2.232131 0.843089 1.237254
H -3.573029 2.441662 0.748900
H -2.977626 1.497618 -0.653652
H -1.896093 2.617129 0.143098
C -2.759004 0.375056 2.348308
C -3.956590 0.916207 3.105690
H -2.303386 -0.465589 2.876578
H -4.450315 1.723508 2.546202
H -3.657507 1.301087 4.095548
H -4.684696 0.110309 3.282994
In -0.038273 -0.052526 0.901469
Cl 0.940004 2.138548 0.885858
Cl -0.746707 -0.510530 -1.286706
H 3.860428 -0.039648 -2.177655
H 5.471273 0.931697 -0.589519
C 3.040343 0.047464 -1.449621
C 4.667267 1.052148 0.144291
N 3.618508 0.078006 -0.106853
H 2.356759 -0.803502 -1.529160
C 3.115074 -0.661665 0.888820
O 2.046519 -1.312554 0.815920
H 5.056452 0.885592 1.152059
H 3.713278 -0.643382 1.819295
H 2.481185 0.975635 -1.643382
H 4.267307 2.071403 0.075330
H -1.549646 -5.397233 2.460365
H -0.443544 -6.171565 0.250912
C -2.023543 -4.589966 1.885553
C -0.951103 -5.326893 -0.233788
N -1.190516 -4.263716 0.733109
H -2.133455 -3.704011 2.513019
C -0.698031 -3.038302 0.567854
O -0.868003 -2.117506 1.412590
H -0.318726 -4.941103 -1.036559
H -0.133969 -2.867229 -0.357234
H -3.008238 -4.928006 1.533591
H -1.902934 -5.673514 -0.658469
C 0.655999 1.512073 6.319036
N 0.665479 0.635983 5.160848
C 1.006714 -0.715617 5.177046
C 0.870149 -1.165120 3.892707
N 0.451193 -0.099062 3.102522
C 0.354018 0.974073 3.889265
H -0.023062 1.118701 7.088388
H 1.665265 1.582180 6.747220
H 0.317751 2.508654 6.015310
H 1.310231 -1.247250 6.065126
H 1.036607 -2.145015 3.486141
H 0.107670 1.978599 3.560841

Force components x, y, z for each atom (eV/Å):
-1.0 0.0 -2.8
1.3 0.2 0.9
0.1 0.1 0.0
-0.4 0.1 -0.1
-0.3 0.1 -0.1
-0.2 -0.2 -0.1
-0.1 0.0 -0.1
-0.3 -0.4 0.0
-0.1 -0.2 0.2
0.2 -0.1 0.1
0.3 0.0 0.2
0.3 0.1 0.4
0.2 0.4 0.0
0.3 0.1 0.5
-0.4 0.7 0.0
2.7 -1.4 -0.1
0.1 0.1 -0.3
0.0 0.0 0.3
-0.2 0.0 0.0
-0.9 0.3 1.1
-0.3 -0.1 -0.2
0.2 0.1 0.0
0.0 -0.2 0.3
-0.1 -0.1 -0.3
0.0 0.3 0.0
-2.7 0.9 0.5
0.9 0.6 -0.2
0.2 -0.8 -0.7
-0.2 0.0 0.2
-0.1 0.0 0.1
-0.2 0.2 0.0
0.0 -0.2 0.0
-0.1 -0.4 0.3
0.1 0.3 0.0
-0.7 0.3 -0.5
0.8 0.4 0.1
0.0 0.1 -0.2
-0.2 0.0 -0.2
0.1 -0.3 0.1
0.0 -0.2 0.0
-0.1 0.2 -0.1
-0.1 0.2 -0.1
0.1 -0.1 -0.1
-0.1 0.2 0.1
-0.1 -0.2 0.0
0.0 -0.1 -0.2
-0.2 1.0 1.1
0.6 -1.6 -1.0
-0.1 -0.1 0.1
-0.1 0.0 0.2
0.2 0.1 0.2
0.2 0.0 0.1
0.1 0.1 0.2
0.1 -0.4 -0.1
-0.2 0.2 -0.5
-0.3 1.3 0.2
0.5 0.0 0.9
0.2 -1.3 -0.1
0.2 0.1 -0.3
-0.3 0.0 -0.1
0.1 -0.3 0.1
-0.1 0.2 0.0
0.0 0.0 -0.1
-0.1 -0.3 0.0

Here are the Mulliken charges for atoms 1 to 8, given in e: number 1, O, carries -0.49; number 2, C, carries -0.16; number 3, C, carries 0.68; number 4, C, carries -0.32; number 5, H, carries 0.36; number 6, C, carries -0.42; number 7, H, carries 0.36; number 8, C, carries -0.39



2.
A 7-piece molecular cluster, C21H33Cl3O20S2 overall, computed with wB97M-V/def2-TZVPD.

Properties
HOMO-LUMO gap (spin up / spin down) (eV): 9.1 / 2.1
Lowest unoccupied orbital energy (spin up / spin down) (eV): -3.420 / -10.487
Charge: +1
F_max (hartree/bohr): 0.215
2S+1: 2
E (hartree): -4501.2419

Cartesian coordinates (Å):
C -0.701737 -1.175161 0.226112
Cl 0.025393 0.408399 -0.093968
Cl -1.988477 -1.406031 -1.006638
Cl -1.478987 -1.209481 1.872642
H 0.086083 -1.928331 0.239142
C -6.846907 0.145489 -2.792978
C -5.711417 1.135309 -2.617778
C -4.274797 0.670559 -2.976248
O -3.854697 1.751799 -3.776708
C -4.848587 2.490889 -4.149048
O -4.783517 3.418659 -4.954318
O -5.967757 2.119799 -3.515888
H -6.960877 -0.429811 -1.874208
H -6.725877 -0.412091 -3.721718
H -7.809067 0.657559 -2.781458
H -5.769437 1.503539 -1.593508
H -4.368747 -0.211881 -3.609148
H -3.587407 0.421989 -2.167668
C 1.714473 1.104419 3.295572
C 1.470893 2.351339 2.461842
C 0.073173 3.035969 2.516752
O 0.355133 4.388419 2.442102
C 1.743093 4.538419 2.802482
O 2.276033 5.602169 3.027182
O 2.303013 3.300759 2.935892
H 1.054323 0.331009 2.902952
H 1.440643 1.161149 4.349082
H 2.709823 0.670269 3.201292
H 1.718933 2.134319 1.422862
H -0.589377 2.814229 3.353382
H -0.440307 2.763079 1.594812
C -1.037817 3.088649 -2.612828
C -1.703647 4.396609 -2.241298
C -1.221767 5.008749 -0.905488
O -0.563467 6.173299 -1.307408
C -0.770407 6.500609 -2.538228
O -0.397147 7.463979 -3.099828
O -1.397367 5.474639 -3.179378
H -1.235167 2.420389 -1.774628
H 0.038623 3.112779 -2.782508
H -1.422167 2.769349 -3.581558
H -2.751977 4.174719 -2.041598
H -0.540807 4.243459 -0.533048
H -1.955067 5.327939 -0.164878
C 3.243853 -2.976341 -1.257618
C 1.989173 -3.631771 -1.892968
C 2.302623 -4.825691 -2.826848
O 1.652683 -5.903391 -2.219258
C 0.867023 -5.523221 -1.218608
O 0.085733 -6.174411 -0.661318
O 1.171263 -4.234231 -0.919168
H 2.921893 -2.099451 -0.695908
H 3.909513 -2.646111 -2.055088
H 3.836043 -3.638651 -0.626138
H 1.442703 -2.869231 -2.447958
H 3.381313 -4.975361 -2.872988
H 1.989083 -4.562781 -3.837128
C 6.481153 -0.114651 1.329532
C 6.222403 -1.006931 0.139592
O 5.171753 -0.337701 -0.620028
S 4.292813 0.745669 0.268752
O 2.903813 0.323259 0.450212
O 4.591883 2.130989 -0.180898
O 5.262743 0.497859 1.628482
H 7.270263 0.616139 1.152492
H 6.893573 -0.639871 2.191012
H 5.783663 -1.936641 0.501882
H 7.044663 -1.379721 -0.471148
C -0.752997 -3.719601 4.995262
C -2.309017 -3.581321 4.610312
O -2.510237 -4.350571 3.377862
S -1.318337 -5.504581 3.234172
O -0.907477 -5.673771 1.854332
O -1.651557 -6.720841 4.059762
O -0.222447 -4.607481 4.045802
H -0.597687 -3.947391 6.049822
H -0.286307 -2.740361 4.888602
H -2.474907 -2.541881 4.327222
H -2.985477 -3.751911 5.447812

Force components x, y, z for each atom (eV/Å):
-1.1 0.5 0.6
0.0 -0.2 0.2
0.8 -0.5 0.5
0.6 0.1 -0.9
-0.4 -0.1 -0.4
0.0 -0.2 0.9
-0.4 -2.2 1.9
-1.6 -1.0 -0.1
2.9 -0.6 0.2
-1.5 3.6 -2.5
0.0 -2.1 2.0
-0.1 2.4 -1.7
0.4 -0.8 -0.3
-0.2 -0.3 0.3
0.2 0.4 -0.5
0.2 0.4 0.1
0.2 -0.1 -0.1
-0.1 0.6 0.0
-1.1 -1.1 -0.4
-1.5 -2.3 0.3
-0.3 -1.8 -1.0
2.8 1.4 0.6
-0.1 1.7 0.8
-1.3 -2.5 -0.8
1.3 4.0 0.5
-0.1 -0.2 -0.1
0.2 0.6 0.0
0.1 0.5 -0.1
0.0 0.0 -0.1
0.3 -0.1 0.3
-0.3 -0.2 0.1
0.4 0.6 -0.9
-0.1 -0.3 2.0
-0.5 -2.0 -0.4
2.1 3.3 0.2
-3.4 -10.0 3.2
1.8 5.4 -3.0
0.2 2.1 -0.9
-0.2 -0.4 -0.3
0.2 0.5 0.4
-0.5 -0.5 0.4
-0.4 0.6 -1.3
0.4 0.8 0.7
-0.1 -0.4 -0.2
-0.8 -0.1 -0.5
1.5 -0.2 0.0
0.9 1.5 0.2
0.2 -1.2 -1.5
1.2 1.4 -0.4
-1.3 -1.2 0.9
-0.8 1.0 0.9
0.2 0.0 0.1
-0.1 0.2 -0.1
-0.3 -0.2 0.1
-0.2 0.1 0.2
0.0 -0.4 0.1
-0.5 -0.7 -0.1
1.9 0.1 -0.4
-1.3 -1.0 0.6
-0.8 1.0 0.1
2.6 1.5 0.0
3.0 0.4 -0.2
-1.2 -3.7 0.9
-2.7 0.5 -0.5
-0.3 0.5 -0.5
-0.7 -0.4 0.1
-0.3 -0.1 0.1
0.1 1.1 -0.3
-2.0 0.9 -0.2
1.4 0.7 -0.5
1.0 -0.9 1.0
-0.8 -2.5 1.7
-0.8 0.8 2.5
0.8 4.0 -2.5
0.4 -0.9 -0.6
-0.1 -1.0 -0.2
0.2 -0.1 -0.5
-0.1 -0.1 -0.2
0.0 -0.9 -0.4

Here are the Mulliken charges for atoms 1 to 8, given in e: number 1, C, carries 0.11; number 2, Cl, carries -0.09; number 3, Cl, carries -0.14; number 4, Cl, carries -0.11; number 5, H, carries 0.11; number 6, C, carries -1.43; number 7, C, carries 0.44; number 8, C, carries 0.15



3.
C21H33InN2O9S as an isolated structure, computed with wB97M-V/def2-TZVPD.

Properties
HOMO-LUMO gap (eV): 9.5
Lowest unoccupied orbital energy (eV): -4.988
Charge: +2
F_max (hartree/bohr): 0.013
2S+1: 1
E (hartree): -2194.4453

Cartesian coordinates (Å):
In -0.749529 -1.443176 0.440663
C -1.751358 -0.137580 3.129220
C -2.790115 -1.233195 3.039065
O -2.398866 -2.121406 1.982049
C -2.588668 -3.530128 2.178000
C -1.272150 -4.236845 1.933565
O -0.611103 -3.735116 0.764662
C -0.802881 -4.406343 -0.490829
C -2.156016 -4.089877 -1.094058
O -2.461995 -2.724787 -0.780975
C -3.118660 -1.981179 -1.814187
C -3.798400 -0.828728 -1.138018
O -2.816196 -0.144611 -0.362563
C -3.379834 0.840191 0.493489
C -2.230902 1.415518 1.283025
O -1.408777 0.382560 1.838949
H -0.824653 -0.556065 3.514793
H -2.092073 0.660215 3.787249
H -3.787181 -0.851744 2.827923
H -2.823156 -1.751225 3.996972
H -3.364799 -3.868110 1.494250
H -2.904508 -3.735021 3.198132
H -1.430125 -5.311568 1.852234
H -0.588764 -4.041998 2.757210
H -0.675622 -5.481080 -0.368664
H -0.004464 -4.024667 -1.126316
H -2.943891 -4.722588 -0.683068
H -2.112405 -4.249545 -2.170767
H -3.868521 -2.595053 -2.313035
H -2.391040 -1.636417 -2.552960
H -4.598006 -1.190286 -0.484392
H -4.228575 -0.160598 -1.887447
H -4.141726 0.387597 1.134118
H -3.850091 1.634536 -0.090310
H -2.584601 2.086658 2.064785
H -1.580737 1.972577 0.609020
N 0.580207 -0.141094 -2.265829
C -0.101110 -0.560512 -1.430283
H 2.230800 0.479519 -2.855589
C 2.153144 7.070265 -1.487908
C 2.537500 5.619638 -1.539012
C 3.881505 5.247447 -1.487565
C 4.259472 3.920394 -1.530151
C 3.268032 2.950787 -1.632676
C 1.920016 3.282260 -1.704785
C 1.570556 4.618737 -1.652346
S 3.821516 1.300709 -1.636588
O 5.230512 1.195291 -1.672886
O 3.213036 0.593737 -2.870418
N 3.215658 0.579809 -0.329978
C 3.938438 -0.617692 0.184262
C 3.235434 -1.126697 1.436922
C 1.812671 -1.501934 1.087500
O 1.571846 -2.145231 0.051172
O 0.841458 -1.082889 1.838376
H 2.648295 7.569552 -0.655222
H 1.077439 7.196698 -1.384754
H 2.472324 7.576625 -2.400695
H 4.646198 6.011265 -1.420653
H 5.302899 3.631272 -1.495889
H 1.155319 2.526616 -1.831328
H 0.522907 4.889996 -1.720973
H 2.204665 0.463019 -0.425616
H 4.948202 -0.294394 0.419667
H 3.977574 -1.417788 -0.553150
H 3.255793 -0.390402 2.237080
H 3.738085 -2.035917 1.767529

Force components x, y, z for each atom (eV/Å):
-0.5 -0.3 0.3
0.1 0.0 0.0
-0.1 0.1 0.1
0.4 0.1 0.1
-0.1 -0.1 -0.2
0.0 0.0 0.0
-0.1 0.2 0.0
0.1 0.0 0.0
-0.1 0.0 0.1
0.4 0.0 -0.2
-0.1 0.0 -0.1
-0.1 0.0 0.0
-0.1 0.0 0.0
0.0 0.0 0.0
0.0 0.0 0.0
0.0 -0.1 -0.2
0.1 0.1 0.0
0.0 0.1 0.0
-0.1 0.0 0.0
0.0 -0.1 0.0
-0.1 0.1 0.0
-0.1 0.0 0.1
0.0 -0.1 0.0
0.1 0.0 0.0
0.1 0.0 0.0
0.1 0.0 0.0
-0.1 0.0 0.0
0.0 0.0 -0.1
0.0 -0.1 0.0
0.1 -0.1 0.0
0.0 0.0 0.0
0.0 0.1 0.0
0.0 0.0 0.0
0.0 0.0 0.0
0.0 0.0 0.1
0.1 0.0 0.1
-0.4 0.1 0.4
0.5 0.3 -0.4
-0.3 -0.2 0.1
0.0 -0.1 0.0
0.0 0.0 0.0
0.0 0.1 0.0
0.1 -0.1 0.0
0.1 -0.1 0.0
0.0 0.0 -0.1
-0.1 0.0 0.0
-0.1 0.0 -0.2
0.0 -0.1 0.0
0.3 0.3 -0.2
-0.2 0.0 0.1
0.1 -0.1 0.1
-0.2 0.1 -0.1
0.0 -0.2 0.2
-0.1 0.2 0.2
0.1 -0.2 -0.4
0.0 0.0 0.0
0.0 0.0 0.0
0.0 0.0 0.0
0.0 0.0 0.0
-0.1 0.0 0.0
0.0 -0.1 0.0
0.1 0.0 0.0
0.2 0.0 0.1
0.0 -0.1 0.0
0.0 0.1 -0.1
0.0 0.0 0.0
0.1 0.0 0.1

Here are the Mulliken charges for atoms 1 to 8, given in e: number 1, In, carries 2.50; number 2, C, carries -0.88; number 3, C, carries -0.37; number 4, O, carries -0.21; number 5, C, carries -0.64; number 6, C, carries -0.59; number 7, O, carries -0.34; number 8, C, carries -0.72



4.
C21H33IrN4OSi as an isolated structure, computed with wB97M-V/def2-TZVPD.

Properties
HOMO-LUMO gap (spin up / spin down) (eV): 5.9 / 5.9
Lowest unoccupied orbital energy (spin up / spin down) (eV): -7.578 / -7.573
Relative energy (zero: lowest compared OMol25 entry of this formula, charge and spin) (kJ/mol): 142.5
Charge: +2
F_max (hartree/bohr): 0.075
2S+1: 1
E (hartree): -1507.5509

Cartesian coordinates (Å):
Ir -0.375126 -0.207439 -0.525067
C -0.519291 1.477617 -3.168366
C -1.194358 0.144202 -3.369784
N -1.911326 -0.261816 -2.149176
C -3.115875 0.553029 -1.844809
C -3.112883 0.892800 -0.387442
N -1.776751 1.385954 0.010191
C -1.409384 2.718871 -0.525384
C -0.001925 2.697899 -1.063718
N 0.196715 1.490152 -1.873878
H 0.166580 1.640909 -3.998912
H -1.236299 2.296794 -3.188138
H -1.864042 0.195838 -4.231003
H -0.443166 -0.617950 -3.567398
H -2.193355 -1.230332 -2.269189
H -3.108961 1.446613 -2.466577
H -4.030399 0.009937 -2.078703
H -3.904205 1.609872 -0.156260
H -3.300623 -0.012257 0.189469
H -1.759895 1.435760 1.027503
H -2.122917 3.005946 -1.296232
H -1.467133 3.476454 0.255530
H 0.185966 3.607940 -1.638801
H 0.716867 2.658215 -0.246207
H 1.190808 1.372210 -2.039909
C 2.230389 -1.182694 -2.873401
Si 1.604737 -2.413757 -1.613046
C 2.828396 -3.799674 -1.446729
C -0.042861 -3.197215 -2.088807
N 1.198683 -1.387536 -0.154322
C 1.819076 -1.371690 1.080976
C 2.927046 -2.181349 1.412025
C 3.472160 -2.162928 2.672737
C 2.954766 -1.311625 3.648518
C 1.890888 -0.481675 3.352198
C 1.341500 -0.521615 2.085644
O 0.312010 0.289225 1.670915
C -0.430288 0.995640 2.641601
C -1.258733 0.305398 3.506284
C -1.985293 1.025684 4.444517
C -1.884466 2.411459 4.499286
C -1.053898 3.085094 3.614313
C -0.316084 2.373307 2.674015
H 2.453406 -1.701879 -3.809824
H 3.158573 -0.717441 -2.528916
H 1.510157 -0.393561 -3.092858
H 2.770121 -4.389392 -2.366868
H 2.606063 -4.470059 -0.614525
H 3.859159 -3.450908 -1.352907
H -0.213164 -3.171881 -3.169828
H -0.890664 -2.737040 -1.584530
H -0.038393 -4.249120 -1.789538
H 3.343678 -2.820315 0.652802
H 4.312350 -2.802818 2.905089
H 3.395891 -1.281509 4.635474
H 1.506111 0.199804 4.098970
H -1.322109 -0.775375 3.453353
H -2.630183 0.498882 5.135862
H -2.440689 2.964519 5.244650
H -0.965321 4.163042 3.661571
H 0.367965 2.873785 1.997557

Force components x, y, z for each atom (eV/Å):
0.8 3.5 1.4
-0.1 0.0 -0.2
0.0 -0.1 -0.4
1.0 -1.1 0.6
-0.1 0.1 0.0
-0.4 0.2 0.4
-0.2 -0.9 -0.7
-0.2 0.2 0.0
0.1 0.3 0.0
0.1 -0.9 0.7
0.1 0.1 0.1
0.0 0.0 0.0
-0.1 0.0 0.0
-0.1 -0.1 0.0
0.0 0.0 0.0
0.0 0.0 0.0
0.1 -0.1 -0.2
0.0 0.1 0.0
0.0 0.0 0.1
0.1 -0.1 0.0
0.0 0.0 0.0
-0.2 0.0 0.1
0.1 0.0 -0.1
0.0 0.0 0.0
0.0 -0.1 0.0
0.1 0.0 0.0
-0.3 0.0 0.0
0.2 0.1 0.2
0.2 -0.1 -0.1
-1.5 -0.7 -1.5
0.3 0.0 0.5
-0.3 0.1 -0.4
0.0 0.1 0.2
0.1 -0.1 -0.1
-0.1 0.3 0.1
0.5 -0.4 0.0
-0.5 -0.3 -0.7
0.0 0.1 0.1
-0.1 -0.2 0.0
0.0 0.0 0.0
0.0 0.0 0.0
0.0 0.0 0.0
0.2 0.1 0.0
0.0 0.1 0.0
0.0 0.0 0.0
0.1 -0.1 -0.1
0.0 0.0 0.0
0.0 0.0 -0.1
0.0 -0.1 0.0
0.0 0.0 0.0
0.0 0.0 0.0
0.0 0.0 -0.1
0.0 -0.1 0.0
0.0 0.0 0.0
0.0 0.0 0.0
0.0 0.0 0.0
0.0 0.0 0.0
0.0 0.0 0.0
0.0 0.0 0.0
0.0 0.0 0.0
0.0 0.0 0.1

Here are the Mulliken charges for atoms 1 to 8, given in e: number 1, Ir, carries 1.62; number 2, C, carries -0.76; number 3, C, carries -0.82; number 4, N, carries -0.32; number 5, C, carries -0.72; number 6, C, carries -0.77; number 7, N, carries 0.10; number 8, C, carries -0.68